A molecular structure, C19H44CeNO2P2S in a non-equilibrium geometry, computed with wB97M-V/def2-TZVPD.

Its total charge is +3. Its HOMO-LUMO gap (alpha / beta) is 7.5 / 7.6 eV.

CARTESIAN COORDINATES (ANGSTROEM)
Ce (-0.449, 0.108, -0.110)
P (0.393, -2.073, -1.555)
P (0.569, 2.621, 0.379)
N (0.622, 0.960, -2.355)
C (1.226, -1.402, -3.037)
H (2.105, -2.035, -3.226)
H (0.553, -1.547, -3.899)
C (1.647, 0.076, -2.979)
H (2.571, 0.220, -2.404)
H (1.835, 0.432, -4.004)
C (0.959, 2.429, -2.453)
H (0.056, 2.962, -2.786)
H (1.710, 2.538, -3.247)
C (1.513, 3.023, -1.142)
H (1.532, 4.117, -1.221)
H (2.553, 2.699, -0.989)
C (1.323, 3.191, 1.945)
C (2.143, 2.031, 2.559)
H (3.020, 1.793, 1.961)
H (1.546, 1.114, 2.658)
H (2.476, 2.318, 3.564)
C (-1.005, 3.537, 0.063)
C (-2.140, 3.067, 0.993)
H (-3.087, 3.018, 0.439)
H (-2.270, 3.794, 1.809)
H (-1.997, 2.077, 1.473)
C (-1.273, -2.686, -2.143)
C (-2.037, -3.462, -1.060)
H (-3.087, -3.566, -1.371)
H (-2.057, -2.997, -0.061)
H (-1.633, -4.483, -0.964)
C (1.368, -3.441, -0.832)
C (0.883, -3.723, 0.602)
H (1.620, -4.357, 1.108)
H (-0.072, -4.262, 0.601)
H (0.754, -2.824, 1.215)
C (2.091, -0.317, 0.127)
O (3.221, -0.544, 0.291)
C (-0.829, 5.068, 0.089)
H (0.180, 5.417, 0.372)
H (-1.060, 5.498, -0.897)
H (-1.545, 5.515, 0.793)
C (-1.247, -3.479, -3.462)
H (-1.931, -4.341, -3.386)
H (-1.630, -2.880, -4.303)
H (-0.262, -3.872, -3.746)
C (1.403, -4.704, -1.689)
H (2.026, -5.455, -1.187)
H (0.405, -5.147, -1.823)
H (1.848, -4.526, -2.675)
C (0.353, 3.747, 2.991)
H (-0.394, 2.993, 3.288)
H (0.927, 4.010, 3.894)
H (-0.164, 4.660, 2.674)
H (2.007, 3.990, 1.614)
H (2.394, -3.036, -0.777)
H (-1.277, 3.244, -0.964)
H (-1.817, -1.737, -2.311)
H (-0.252, 0.827, -2.876)
H (-1.894, 0.669, -1.190)
C (-1.817, 0.212, 4.073)
S (-1.886, -0.843, 2.616)
C (-1.696, -2.475, 3.351)
O (-0.426, -0.624, 2.034)
H (-2.261, -0.358, 4.890)
H (-2.444, 1.085, 3.843)
H (-0.799, 0.524, 4.324)
H (-1.793, -3.234, 2.562)
H (-0.753, -2.595, 3.888)
H (-2.548, -2.556, 4.040)